1.
Entry from the OMol25 dataset: a molecular structure, C17H25F5NO2P2PmS (ωB97M-V with the def2-TZVPD basis set).

Spin multiplicity: 5
Electronic energy, hartree: -3056.53732
E_HOMO (alpha / beta), hartree: -0.2865 / -0.2847
Total charge: 0
Orbital gap (alpha / beta), eV: 8.044 / 8.012

The geometry in XYZ format:
```
54
C17H25F5NO2P2PmS ωB97M-V with the def2-TZVPD basis set
C -1.05376 -1.23183 -4.18492
C -0.51206 -0.55035 -3.09207
N -0.73460 -0.98658 -1.83366
C -1.43243 -2.11445 -1.60997
C -1.98203 -2.83762 -2.67092
C -1.79946 -2.39371 -3.98464
C 0.28881 0.71032 -3.38219
P 1.49208 1.08605 -2.05208
Pm 0.38544 0.37999 0.36919
P -1.58898 -1.38711 1.10609
C -1.64595 -2.67825 -0.19436
O -1.27867 3.12413 -3.35965
O -1.08462 3.72662 -0.64009
H -0.87688 -0.82975 -5.17740
H -2.55433 -3.73311 -2.44518
H -2.23747 -2.94011 -4.83180
C 3.02790 0.19639 -2.46444
C 1.92427 2.85471 -2.15162
H -2.63197 -3.16527 -0.16198
H -0.85094 -3.41422 0.02501
H -0.41646 1.59135 -3.44943
H 0.84137 0.57336 -4.32314
C -1.05102 -2.19894 2.65606
C -3.32006 -0.88371 1.36667
H -1.34236 2.73321 -0.44747
H -0.60752 3.98915 0.16433
H -1.22561 3.44183 -2.41698
H -2.22319 3.06538 -3.55647
H 1.20850 -1.26791 0.02978
H -1.32008 1.45202 -0.16422
H 3.48369 0.58477 -3.38743
H 3.70456 0.33295 -1.60676
H 2.78851 -0.87114 -2.55691
H 2.36352 3.10783 -3.12828
H 1.03085 3.46436 -1.95458
H 2.64667 3.05536 -1.34616
H -3.95421 -1.69983 1.74730
H -3.29845 -0.04248 2.07733
H -3.69726 -0.50319 0.40630
H -1.79031 -2.93614 3.00612
H -0.07058 -2.67162 2.50431
H -0.91132 -1.41185 3.41349
F 2.43314 -1.21983 6.74099
C 2.07671 -0.54239 5.62648
C 2.55158 -0.95615 4.37801
F 3.22944 -2.12841 4.27869
C 2.35145 -0.13956 3.27237
F 2.84903 -0.54046 2.04339
C 1.67790 1.09787 3.35994
S 1.64773 2.20818 2.03620
C 1.06787 1.39709 4.60013
F 0.20553 2.43061 4.68166
C 1.31385 0.62474 5.73509
F 0.90223 1.04769 6.94987
```

***

2.
Entry from the OMol25 dataset: a single C17H25N3O3 molecule (ωB97M-V with the def2-TZVPD basis set).

Spin multiplicity: 1
Electronic energy, hartree: -1052.82827
E_HOMO, hartree: -0.2940
Total charge: 0
Orbital gap, eV: 8.631

The geometry in XYZ format:
```
48
C17H25N3O3 ωB97M-V with the def2-TZVPD basis set
C -7.48878 -2.15219 -0.39516
O -6.79191 -1.58735 0.68814
C -5.67716 -0.84751 0.42730
C -5.14839 -0.60973 -0.83575
C -4.00553 0.15532 -0.98428
C -3.36683 0.70898 0.12028
N -2.20178 1.48085 -0.02192
C -1.33140 1.73932 1.11107
C -0.02377 2.23621 0.46970
N 0.88334 1.15640 0.16369
C 1.89253 0.82938 1.04145
O 2.17768 1.52571 1.99291
N 2.52289 -0.34274 0.74049
C 3.75889 -0.70169 1.40086
C 5.01633 -0.33945 0.59901
C 5.50101 -1.42579 -0.36844
C 6.80466 -0.97492 -1.02594
C 4.46793 -1.76063 -1.44273
C -0.52520 2.89591 -0.81003
C -1.79551 2.12835 -1.15094
O -2.33375 2.11015 -2.23399
C -3.90100 0.47119 1.38743
C -5.03559 -0.29620 1.53600
H -8.33506 -2.67988 0.04195
H -7.85780 -1.38302 -1.08128
H -6.86627 -2.86359 -0.94775
H -5.61333 -1.01562 -1.71998
H -3.61631 0.33502 -1.97191
H -1.17120 0.82872 1.69292
H -1.75510 2.51102 1.76349
H 0.52398 2.90668 1.13535
H 0.54322 0.45415 -0.47500
H 2.35357 -0.75674 -0.16187
H 3.74400 -1.77347 1.62072
H 3.75306 -0.14797 2.34203
H 5.82220 -0.13543 1.30608
H 4.82406 0.58470 0.04933
H 5.70270 -2.33447 0.21080
H 7.55745 -0.75084 -0.27394
H 7.19437 -1.75278 -1.67853
H 6.63816 -0.07960 -1.62119
H 4.90013 -2.43626 -2.17813
H 4.14894 -0.85770 -1.96047
H 3.59968 -2.25543 -1.01300
H 0.19174 2.85034 -1.62761
H -0.78865 3.94102 -0.64234
H -3.44117 0.89171 2.26717
H -5.45097 -0.48015 2.51400
```

***

3.
Entry from the OMol25 dataset: a single C17H25N3O4 molecule (ωB97M-V with the def2-TZVPD basis set).

Spin multiplicity: 1
Electronic energy, hartree: -1127.81056
E_HOMO, hartree: -0.2866
Total charge: 0
Orbital gap, eV: 8.257

The geometry in XYZ format:
```
49
C17H25N3O4 ωB97M-V with the def2-TZVPD basis set
C -4.15570 -0.92100 6.84667
C -3.39745 -0.17609 5.76250
C -2.11475 0.27584 5.81049
O -1.85099 1.08577 4.71964
N -2.89195 0.92438 3.80283
C -2.42328 0.34299 2.54685
C -1.08531 1.03857 2.03657
C -0.58181 0.39561 0.80378
N -1.60517 0.28085 -0.17777
C -1.31100 0.44525 -1.61379
O -2.27700 0.66089 -2.40612
N -0.07169 0.16868 -2.28221
O 0.92168 -0.54587 -1.63779
C 2.01604 -0.52667 -2.40770
O 3.09246 -0.94276 -2.05380
C 1.68054 0.03446 -3.74036
C 2.64113 -0.15371 -4.86501
C 2.83075 1.09206 -5.67387
C 2.17915 -1.36725 -5.76894
C 0.34132 0.31585 -3.62100
C -0.41566 1.01054 -4.73987
C -2.86517 -0.23613 0.22002
C -3.40991 0.50597 1.37564
C -3.98342 0.19518 4.49490
H -3.98061 -0.32879 7.71089
H -5.16071 -0.94930 6.50557
H -3.65810 -1.92878 7.05663
H -1.45489 0.14548 6.65881
H -2.19135 -0.69342 2.54049
H -0.24342 1.00520 2.72986
H -1.29773 2.12308 1.99100
H -0.18455 -0.66943 1.12412
H 0.24855 1.04153 0.45251
H 3.54788 -0.46820 -4.35487
H 2.77517 2.01030 -5.08084
H 2.14546 1.12103 -6.56384
H 3.90070 1.12559 -6.02376
H 1.13633 -1.61805 -5.66520
H 2.64874 -2.25527 -5.43780
H 2.35595 -1.31248 -6.85346
H -0.32058 2.14734 -4.52316
H -1.43608 0.76571 -4.77891
H 0.01729 0.79795 -5.67933
H -2.80342 -1.26988 0.21515
H -3.58696 -0.18892 -0.59526
H -3.62315 1.58532 1.19882
H -4.31272 -0.00807 1.56630
H -4.40589 -0.67560 3.92192
H -4.74822 0.96403 4.67756
```

***

It is found that the relative energy (zero: lowest compared OMol25 entry of this formula, charge and spin) values, taken in the order of the records, are 0.0000 1.3970 7.3842 eV.